Below is a cluster of 11 separate species, C69H161N11O11 in total in a non-equilibrium geometry, with properties calculated with ωB97M-V/def2-TZVPD.

Last column: Mulliken charge in e.
Cartesian coordinates (Å):
1 C -4.888 -1.862 5.346  -2.56
2 C -5.768 -2.928 4.649  2.26
3 C -7.204 -2.745 5.143  -2.02
4 C -5.744 -2.611 3.147  -0.92
5 C -6.328 -3.740 2.292  -1.09
6 C -5.548 -5.006 2.598  -1.29
7 C -5.627 -5.417 4.024  1.67
8 C -7.005 -5.922 4.506  -1.76
9 C -4.637 -6.538 4.266  -1.77
10 N -5.177 -4.262 4.869  0.96
11 O -5.327 -4.628 6.219  -0.59
12 H -5.078 -1.876 6.380  0.53
13 H -3.828 -2.065 5.204  0.43
14 H -5.107 -0.850 5.028  0.40
15 H -7.953 -3.275 4.593  0.38
16 H -7.360 -3.164 6.141  0.39
17 H -7.476 -1.723 5.087  0.50
18 H -6.206 -1.645 3.061  0.81
19 H -4.678 -2.508 2.800  -0.40
20 H -7.409 -3.981 2.465  0.43
21 H -6.205 -3.574 1.236  0.46
22 H -4.476 -4.825 2.475  0.30
23 H -5.799 -5.818 1.956  0.50
24 H -7.128 -6.992 4.272  0.48
25 H -7.741 -5.291 4.046  0.28
26 H -6.994 -5.844 5.606  0.31
27 H -4.658 -7.077 5.214  0.38
28 H -3.604 -6.188 4.097  0.10
29 H -4.795 -7.294 3.494  0.45
30 H -4.408 -4.628 6.545  0.34
31 C 1.409 7.031 -2.744  -1.39
32 C 0.211 6.268 -2.084  1.75
33 C -0.041 4.956 -2.871  -0.81
34 C 0.577 5.995 -0.621  -0.74
35 C -0.740 5.693 0.176  0.67
36 C -1.589 6.994 0.127  -1.37
37 C -2.108 7.211 -1.313  1.81
38 C -3.050 6.117 -1.743  -1.07
39 C -2.789 8.636 -1.461  -2.00
40 N -0.879 7.283 -2.128  0.10
41 O -1.286 7.364 -3.479  -0.37
42 H 2.242 6.321 -2.855  -0.23
43 H 1.208 7.397 -3.777  0.37
44 H 1.621 7.901 -2.151  0.56
45 H 0.930 4.668 -3.168  0.73
46 H -0.431 4.173 -2.265  -0.40
47 H -0.607 5.068 -3.763  -0.12
48 H 1.364 5.230 -0.597  -0.54
49 H 1.082 6.861 -0.177  0.58
50 H -1.217 4.840 -0.275  -1.01
51 H -0.572 5.449 1.200  0.66
52 H -0.906 7.779 0.441  0.35
53 H -2.441 6.897 0.856  0.42
54 H -2.576 5.114 -1.837  -0.37
55 H -3.468 6.200 -2.772  0.29
56 H -3.789 6.116 -0.975  0.53
57 H -1.980 9.420 -1.365  0.42
58 H -3.650 8.889 -0.780  0.33
59 H -3.285 8.707 -2.444  0.36
60 H -0.853 8.198 -3.720  0.37
61 C 4.986 -2.210 0.109  -0.91
62 C 5.522 -2.277 1.533  2.33
63 C 6.886 -2.969 1.609  -2.03
64 C 5.661 -0.865 2.213  -1.69
65 C 4.318 -0.166 2.620  0.67
66 C 3.693 -1.063 3.631  -1.67
67 C 3.479 -2.483 3.126  2.15
68 C 3.057 -3.412 4.213  -1.42
69 C 2.244 -2.556 2.091  0.51
70 N 4.704 -3.024 2.540  0.22
71 O 4.398 -4.344 2.043  -0.60
72 H 4.010 -1.878 -0.064  -0.73
73 H 5.686 -1.532 -0.404  0.69
74 H 5.099 -3.254 -0.362  0.03
75 H 6.770 -4.054 1.389  0.35
76 H 7.544 -2.468 0.868  0.35
77 H 7.232 -2.857 2.649  0.45
78 H 6.261 -0.976 3.116  0.59
79 H 6.156 -0.230 1.502  0.28
80 H 4.474 0.812 3.047  0.84
81 H 3.731 -0.084 1.752  -0.94
82 H 2.699 -0.681 3.937  0.03
83 H 4.191 -1.102 4.561  0.58
84 H 3.759 -3.325 5.062  0.47
85 H 3.000 -4.443 3.950  0.18
86 H 2.040 -3.069 4.483  -0.21
87 H 2.529 -2.046 1.127  -0.62
88 H 1.272 -2.057 2.422  -0.38
89 H 1.910 -3.538 1.889  0.20
90 H 3.792 -4.278 1.278  0.26
91 C 3.776 2.545 -0.730  -0.55
92 C 5.135 2.313 -1.407  2.37
93 C 5.317 0.825 -1.635  -0.94
94 C 5.052 3.035 -2.786  -0.64
95 C 5.216 4.564 -2.739  -0.30
96 C 6.353 4.898 -1.828  -1.43
97 C 6.478 4.230 -0.420  1.88
98 C 7.914 4.428 0.062  -2.27
99 C 5.547 4.851 0.608  -1.34
100 N 6.273 2.800 -0.643  0.02
101 O 6.171 2.207 0.684  -0.40
102 H 3.067 1.702 -0.823  -0.82
103 H 3.967 2.574 0.341  0.78
104 H 3.342 3.491 -1.069  -0.63
105 H 6.086 0.510 -2.352  0.47
106 H 5.606 0.407 -0.605  -0.45
107 H 4.388 0.263 -1.831  0.21
108 H 5.748 2.480 -3.508  0.43
109 H 4.040 2.798 -3.207  -0.38
110 H 5.426 4.874 -3.762  0.67
111 H 4.281 5.038 -2.494  -0.30
112 H 6.433 6.015 -1.746  0.36
113 H 7.317 4.660 -2.363  0.38
114 H 7.913 4.106 1.088  0.45
115 H 8.193 5.465 0.065  0.45
116 H 8.540 3.852 -0.569  0.52
117 H 5.704 4.288 1.567  0.28
118 H 4.503 4.840 0.297  0.03
119 H 5.903 5.868 0.869  0.50
120 H 7.010 1.750 0.738  0.35
121 C 0.198 2.067 -0.659  -0.97
122 C -0.257 0.589 -0.356  3.02
123 C 0.924 -0.347 -0.774  0.12
124 C -0.481 0.509 1.173  -1.63
125 C -1.209 -0.692 1.651  2.27
126 C -2.559 -0.759 0.934  -0.77
127 C -2.356 -0.848 -0.594  1.48
128 C -1.826 -2.255 -0.951  -1.54
129 C -3.735 -0.644 -1.311  -2.31
130 N -1.495 0.305 -1.027  2.15
131 O -1.338 0.183 -2.437  -0.32
132 H -0.601 2.741 -0.338  -0.03
133 H 1.162 2.310 -0.217  0.33
134 H 0.288 2.253 -1.752  -1.05
135 H 0.840 -0.426 -1.849  0.73
136 H 1.855 -0.003 -0.351  -0.73
137 H 0.882 -1.339 -0.339  -0.89
138 H 0.505 0.602 1.613  0.30
139 H -0.979 1.445 1.418  0.67
140 H -0.568 -1.566 1.419  -1.26
141 H -1.392 -0.681 2.745  -0.72
142 H -3.146 0.103 1.218  -0.50
143 H -3.153 -1.622 1.227  0.05
144 H -0.817 -2.373 -0.506  -0.19
145 H -1.739 -2.567 -1.975  0.51
146 H -2.492 -2.917 -0.475  0.74
147 H -3.608 -0.732 -2.397  0.37
148 H -4.249 0.236 -0.940  0.58
149 H -4.444 -1.423 -0.995  0.25
150 H -1.518 1.081 -2.653  0.05
151 C 1.570 1.383 -4.213  -1.03
152 O 1.824 2.500 -5.076  0.37
153 C 1.762 2.052 -6.418  -0.70
154 C 2.771 2.846 -7.158  0.69
155 C 2.647 4.345 -7.014  -1.35
156 N 2.824 2.506 -8.579  -0.69
157 H 2.153 0.530 -4.584  0.80
158 H 0.544 1.252 -4.278  0.57
159 H 1.713 1.711 -3.176  -0.53
160 H 1.932 0.963 -6.565  0.31
161 H 0.778 2.200 -6.907  0.07
162 H 3.700 2.604 -6.764  0.12
163 H 3.483 4.760 -7.566  0.41
164 H 2.610 4.576 -5.962  0.24
165 H 1.753 4.789 -7.458  0.34
166 H 2.763 1.503 -8.757  0.24
167 H 2.109 3.006 -9.156  0.27
168 C -4.784 1.615 2.757  -0.64
169 O -5.011 1.857 1.307  -0.12
170 C -5.141 3.254 1.095  -0.85
171 C -5.067 3.456 -0.403  0.44
172 C -6.250 2.839 -1.069  -1.61
173 N -3.809 2.953 -0.916  0.74
174 H -3.913 2.178 2.986  0.46
175 H -4.507 0.535 2.936  -0.15
176 H -5.618 1.953 3.403  0.33
177 H -6.062 3.594 1.551  0.52
178 H -4.258 3.749 1.517  0.36
179 H -5.140 4.472 -0.619  0.49
180 H -6.142 2.965 -2.183  0.23
181 H -7.185 3.409 -0.782  0.45
182 H -6.315 1.770 -0.856  0.22
183 H -3.673 1.976 -0.606  -0.92
184 H -3.041 3.517 -0.568  -0.43
185 C -0.935 -3.873 3.991  -0.92
186 O -1.206 -2.616 4.551  0.60
187 C -0.896 -2.549 5.935  -0.97
188 C -1.098 -1.097 6.501  0.56
189 C -0.283 -0.039 5.787  -0.85
190 N -0.839 -1.203 7.968  -0.67
191 H -1.050 -3.858 2.906  0.19
192 H -1.625 -4.670 4.339  0.22
193 H 0.091 -4.273 4.146  0.01
194 H -1.541 -3.280 6.313  0.25
195 H 0.166 -2.825 6.219  0.39
196 H -2.126 -0.912 6.352  0.24
197 H -0.242 0.815 6.465  0.49
198 H -0.757 0.176 4.840  0.04
199 H 0.759 -0.419 5.617  -0.10
200 H -1.187 -0.451 8.536  0.25
201 H 0.124 -1.410 8.082  0.22
202 C -3.301 5.024 -6.085  -0.65
203 O -3.946 4.446 -5.016  -0.14
204 C -4.240 3.063 -5.262  -0.94
205 C -3.088 2.115 -4.962  0.46
206 C -3.653 0.686 -4.802  -1.48
207 N -2.393 2.512 -3.732  1.32
208 H -3.869 4.832 -7.040  0.29
209 H -2.333 4.530 -6.297  0.19
210 H -3.015 6.102 -6.021  0.26
211 H -5.018 2.784 -4.540  0.14
212 H -4.680 2.950 -6.239  0.52
213 H -2.379 2.229 -5.812  0.21
214 H -2.841 0.069 -4.547  0.30
215 H -4.209 0.349 -5.675  0.51
216 H -4.355 0.680 -3.926  0.17
217 H -3.113 2.663 -2.979  -0.36
218 H -1.874 3.398 -3.948  -0.55
219 C 0.599 -7.022 3.340  -1.00
220 O 0.119 -6.362 2.196  0.19
221 C 0.250 -7.175 1.000  -0.94
222 C -0.757 -6.839 -0.090  1.43
223 C -2.157 -7.479 0.171  -1.74
224 N -0.263 -7.333 -1.371  -0.64
225 H 0.128 -7.965 3.316  0.56
226 H 0.197 -6.477 4.226  0.11
227 H 1.693 -7.075 3.312  0.22
228 H 1.255 -7.051 0.545  0.44
229 H 0.128 -8.270 1.241  0.36
230 H -0.815 -5.737 -0.173  -0.39
231 H -2.424 -7.312 1.130  0.43
232 H -1.978 -8.579 0.117  0.41
233 H -2.877 -7.069 -0.544  0.37
234 H -0.290 -8.327 -1.419  0.29
235 H 0.661 -6.966 -1.510  0.15
236 C 5.992 -6.352 -2.801  -0.76
237 O 4.764 -6.161 -2.095  -0.36
238 C 4.093 -4.912 -2.429  -1.35
239 C 2.754 -4.839 -1.696  0.81
240 C 2.020 -3.575 -1.929  -0.38
241 N 3.018 -5.075 -0.252  -0.09
242 H 5.753 -6.602 -3.847  0.26
243 H 6.579 -7.114 -2.249  0.25
244 H 6.560 -5.390 -2.693  0.30
245 H 4.717 -4.034 -2.252  0.42
246 H 3.928 -4.860 -3.509  0.63
247 H 2.191 -5.750 -2.088  -0.11
248 H 2.475 -2.746 -1.339  -0.23
249 H 1.012 -3.714 -1.472  -0.16
250 H 2.007 -3.320 -2.984  0.70
251 H 3.733 -5.754 -0.055  0.28
252 H 2.145 -5.307 0.193  -0.51

Results
HOMO-LUMO gap: 8.70 eV
structure (SMILES): CC1(C)CCCC(C)(C)N1O.CC1(C)CCCC(C)(C)N1O.CC1(C)CCCC(C)(C)N1O.CC1(C)CCCC(C)(C)N1O.CC1(C)CCCC(C)(C)N1O.COC[C@H](C)N.COC[C@H](C)N.COC[C@H](C)N.COC[C@H](C)N.COC[C@H](C)N.COC[C@H](C)N
lowest unoccupied orbital energy: 0.0211 Eh